Computed, not measured: a cluster of 2 separate species, C6H10N in total in a non-equilibrium geometry, with the ωB97M-V functional and the def2-TZVPD basis.

Maximum force in eV/Å: 5.4
ΔE to the lowest compared entry with this formula, charge and spin in kcal per mole: 167.4
E in eV: -7859.0906
M in g/mol: 96.2
HOMO level (alpha / beta) in eV: -14.14 / -14.21
2S+1: 1
Charge: +1

```
17
Properties=species:S:1:pos:R:3:forces:R:3
C 0.77888 1.79480 0.15600 -0.09 0.42 0.14
C -0.13447 1.40917 1.05953 1.16 0.22 -2.27
C 0.23091 0.91927 -0.90436 -1.79 0.84 -2.94
C -0.76049 0.35442 0.11062 0.08 1.60 1.15
C -2.00010 -0.41081 0.20484 -0.19 -2.67 -0.97
C 1.67822 -0.87895 0.00791 -1.01 1.70 1.40
N 0.36391 -0.41021 -0.46324 1.32 -4.32 -2.98
H 1.72166 2.30123 0.09386 -0.03 0.60 0.41
H -0.23447 1.78427 2.02165 -0.55 -0.13 1.92
H 0.35766 1.41921 -2.99927 -0.25 -0.65 2.50
H -2.01558 -1.23327 -0.58285 -0.39 1.41 0.40
H -2.88655 0.15109 0.23156 -1.08 0.97 -0.48
H -2.09355 -1.05684 1.07964 0.66 0.38 0.55
H 2.34826 -0.86716 -0.78972 1.03 0.49 -1.56
H 1.89358 -0.06377 0.71772 0.81 -1.19 0.26
H 1.66073 -1.88334 0.31861 -0.33 -1.00 1.18
H -0.05107 -1.10294 -1.17742 0.66 1.33 1.29
```
Forces are in eV/Å.